## i
Here is 2 unconnected molecules or ions with the total composition C6H8N4O from OMol25. Energies are from the ωB97M-V functional and the def2-TZVPD basis.

Positions of all 19 atoms, in Å:
C (-3.261, -0.327, 0.213)
C (-2.019, -0.985, 0.131)
C (1.632, 1.399, -0.209)
C (1.544, -1.178, 0.682)
C (1.653, -1.348, -0.825)
C (1.288, -0.028, -0.171)
N (-3.014, 0.967, 0.019)
N (-1.735, 1.145, -0.053)
N (-1.132, -0.014, -0.062)
N (0.715, 2.325, -0.037)
O (2.811, 1.725, -0.072)
H (-4.295, -0.651, 0.101)
H (-1.731, -2.077, 0.212)
H (0.578, -1.488, 1.099)
H (2.390, -1.396, 1.257)
H (2.664, -1.316, -1.268)
H (1.024, -2.062, -1.453)
H (-0.213, 2.076, 0.029)
H (1.101, 3.234, 0.407)

=====

## ii
Here is 2 unconnected molecules or ions with the total composition C6H8N4O from OMol25. Energies are from the ωB97M-V functional and the def2-TZVPD basis.

Positions of all 19 atoms, in Å:
C (-1.211, -2.623, 0.143)
C (-2.426, -0.633, -0.507)
C (-0.218, -0.439, 0.521)
C (-2.565, 0.754, -0.563)
C (-1.293, -1.217, 0.028)
C (-0.281, 0.913, 0.493)
N (-1.149, -3.762, 0.266)
N (-1.635, 1.574, -0.139)
N (0.488, 1.916, 0.904)
N (3.971, -0.818, -0.218)
O (-1.643, 2.823, -0.146)
H (-3.231, -1.244, -0.883)
H (0.652, -0.930, 0.935)
H (-3.456, 1.221, -0.959)
H (0.081, 2.824, 0.654)
H (1.469, 1.814, 1.085)
H (4.568, -1.563, -0.557)
H (4.560, -0.004, -0.093)
H (3.320, -0.606, -0.964)

=====

## iii
Here is a single C6H8N4O molecule from OMol25. Energies are from the ωB97M-V functional and the def2-TZVPD basis.

Positions of all 19 atoms, in Å:
N (-4.079, 0.052, -0.038)
N (-2.894, -0.698, 0.073)
C (-1.684, 0.092, 0.038)
O (-1.714, 1.233, -0.044)
N (-0.575, -0.748, -0.028)
C (0.749, -0.265, -0.038)
C (1.132, 1.018, 0.028)
C (2.517, 1.297, -0.004)
C (3.416, 0.295, 0.027)
N (3.046, -1.013, -0.039)
C (1.799, -1.260, 0.033)
H (-4.004, 0.783, -0.545)
H (-4.356, 0.506, 0.818)
H (-3.000, -1.528, -0.369)
H (-0.660, -1.984, 0.196)
H (0.572, 1.844, -0.121)
H (2.890, 2.074, 0.089)
H (4.607, 0.408, 0.089)
H (1.594, -2.166, -0.090)

As for the SMILES: NNC(=O)Nc1cccnc1.

=====

What should be chosen as the least stable of them? Choose i.

=====

## i
Here is 2 unconnected molecules or ions with the total composition C4H13NO2S from OMol25. Energies are from the ωB97M-V functional and the def2-TZVPD basis.

Positions of all 21 atoms, in Å:
O (-1.596, 0.447, 2.863)
C (-0.353, -0.036, 2.448)
N (-0.313, -0.341, 1.031)
C (0.920, -0.105, 0.327)
C (0.641, -0.002, -1.190)
C (0.644, -1.357, -1.913)
S (-0.945, -1.790, -2.688)
H (-2.271, 0.372, 2.185)
H (-0.072, -0.931, 3.009)
H (0.416, 0.717, 2.609)
H (-1.123, -0.333, 0.438)
H (1.607, -0.958, 0.405)
H (1.469, 0.792, 0.611)
H (-0.313, 0.487, -1.330)
H (1.371, 0.653, -1.666)
H (1.391, -1.438, -2.702)
H (0.944, -2.161, -1.243)
H (-1.439, -2.539, -1.707)
O (-0.126, 3.025, -0.804)
H (-0.113, 3.219, 0.141)
H (-0.739, 2.279, -0.822)

As for the SMILES: OCNCCCS.O.

=====

## ii
Here is 3 unconnected molecules or ions with the total composition C4H13NO2S from OMol25. Energies are from the ωB97M-V functional and the def2-TZVPD basis.

Positions of all 21 atoms, in Å:
C (-0.968, -0.720, -1.793)
O (-0.155, -1.569, -2.582)
C (-0.275, -0.438, -0.453)
C (-0.963, 0.701, 0.297)
C (-0.176, 1.425, 1.353)
S (1.378, 2.029, 0.829)
N (-0.465, -1.629, 0.395)
H (-1.250, 0.228, -2.247)
H (-1.910, -1.223, -1.563)
H (0.106, -1.081, -3.361)
H (0.805, -0.308, -0.523)
H (-1.111, 1.631, -0.515)
H (-1.891, 0.263, 0.683)
H (-0.265, 0.761, 2.226)
H (-0.767, 2.282, 1.697)
H (-1.329, 2.351, -0.912)
H (-0.353, -2.444, -0.187)
H (0.199, -1.671, 1.155)
H (3.801, -0.168, 2.243)
H (2.517, 0.166, 1.497)
O (3.072, -0.586, 1.762)

=====

What should be chosen as the least stable of them? Choose ii.

=====

## i
Here is 2 unconnected molecules or ions with the total composition C2H3FO2S from OMol25. Energies are from the ωB97M-V functional and the def2-TZVPD basis.

Positions of all 9 atoms, in Å:
C (2.197, 0.036, 0.472)
C (-2.090, 0.187, -0.232)
O (0.122, -0.110, -1.001)
O (-2.243, 1.256, 0.186)
F (-2.036, -0.989, 0.501)
S (1.041, -0.904, -0.216)
H (2.828, -0.248, 1.257)
H (2.362, 1.027, 0.361)
H (-2.180, -0.255, -1.328)

=====

## ii
Here is 2 unconnected molecules or ions with the total composition C2H3FO2S from OMol25. Energies are from the ωB97M-V functional and the def2-TZVPD basis.

Positions of all 9 atoms, in Å:
C (3.370, 0.134, 0.709)
C (2.598, 0.769, 1.306)
O (-2.710, -0.902, -1.804)
O (-2.442, -1.314, 0.587)
F (-2.109, 1.033, -0.126)
S (-1.775, -0.616, -0.436)
H (4.112, -0.373, 0.117)
H (-2.972, -0.102, -2.215)
H (1.928, 1.370, 1.861)

=====

What should be chosen as the least stable of them? Choose ii.

=====

## i
Here is 2 unconnected molecules or ions with the total composition C3H9ClNPS from OMol25. Energies are from the ωB97M-V functional and the def2-TZVPD basis.

Positions of all 16 atoms, in Å:
C (-1.638, 0.020, -0.637)
C (1.662, 1.452, -0.496)
C (-1.261, -1.268, 0.067)
N (1.526, 0.027, -0.570)
P (0.093, -0.684, 1.252)
S (-0.299, 0.662, 2.568)
Cl (0.792, -2.306, 2.087)
H (-0.900, 0.174, -1.543)
H (-2.557, -0.249, -1.101)
H (-1.693, 0.914, -0.125)
H (1.424, 1.775, -1.506)
H (1.054, 1.867, 0.388)
H (2.601, 1.749, -0.266)
H (-0.829, -2.006, -0.556)
H (-2.178, -1.706, 0.527)
H (2.200, -0.420, -0.088)

=====

## ii
Here is 2 unconnected molecules or ions with the total composition C3H9ClNPS from OMol25. Energies are from the ωB97M-V functional and the def2-TZVPD basis.

Positions of all 16 atoms, in Å:
C (1.372, -1.556, 1.665)
C (-0.837, 2.073, -1.595)
C (1.092, -0.829, 0.415)
N (0.015, 1.061, -1.101)
P (-0.420, 0.248, 0.333)
S (-3.950, 0.931, 0.833)
Cl (0.153, 1.685, 1.539)
H (2.431, -2.062, 1.709)
H (1.443, -0.905, 2.572)
H (0.618, -2.273, 1.967)
H (-0.553, 2.807, -2.340)
H (-1.782, 1.641, -1.913)
H (-1.106, 2.729, -0.758)
H (0.757, -1.529, -0.457)
H (1.938, -0.396, -0.033)
H (0.238, 0.386, -1.861)

=====

What should be chosen as the least stable of them? Choose ii.

=====

## i
Here is a single C7H8N2 molecule from OMol25. Energies are from the ωB97M-V functional and the def2-TZVPD basis.

Positions of all 17 atoms, in Å:
C (-1.552, 2.291, -0.346)
C (-0.697, 1.313, -0.660)
C (0.527, 0.946, 0.116)
C (1.686, 0.153, -0.513)
C (0.730, -0.609, 0.246)
C (1.074, -0.995, 1.602)
N (1.415, -1.065, 2.693)
N (-0.103, -1.503, -0.585)
C (-0.838, -2.410, -0.104)
H (-2.317, 2.092, -1.052)
H (-1.464, 2.946, 0.454)
H (-0.957, 0.495, -1.296)
H (0.803, 1.486, 0.936)
H (1.685, -0.043, -1.584)
H (2.666, 0.215, -0.062)
H (-1.612, -2.834, -0.772)
H (-1.047, -2.478, 0.927)

As for the SMILES: C=C[C@@H]1C[C@]1(C#N)N=C.

=====

## ii
Here is a molecular structure, C7H8N2 from OMol25. Energies are from the ωB97M-V functional and the def2-TZVPD basis.

Positions of all 17 atoms, in Å:
C (1.234, 1.676, -0.085)
C (0.943, 0.326, -0.346)
C (1.581, -0.210, -1.538)
C (-0.190, -0.379, 0.251)
C (-0.346, -0.448, 1.608)
C (-0.834, -1.151, -0.759)
C (-1.853, -2.072, -0.583)
H (-0.302, 2.104, 1.200)
H (0.739, 3.279, 0.773)
H (2.099, 2.037, -0.580)
H (0.547, -0.269, 2.361)
H (-1.189, -0.965, 2.048)
H (-0.441, -0.849, -1.788)
H (-2.426, -2.543, 0.548)
H (-2.356, -2.447, -1.530)
N (0.763, 2.317, 1.081)
N (2.029, -0.408, -2.660)

=====

## iii
Here is a molecular structure, C7H8N2 from OMol25. Energies are from the ωB97M-V functional and the def2-TZVPD basis.

Positions of all 17 atoms, in Å:
C (2.232, -1.203, -0.354)
C (2.161, 0.065, 0.081)
C (0.771, 0.446, 0.607)
C (-0.083, 1.533, -0.192)
C (-2.351, 0.285, -0.188)
C (-2.242, -1.120, -0.094)
C (-0.468, -0.443, 0.422)
H (1.319, -1.777, -0.201)
H (3.185, -1.556, -0.532)
H (2.995, 0.651, 0.017)
H (0.802, 0.772, 1.631)
H (0.301, 1.355, -1.305)
H (-0.073, 2.570, 0.078)
H (-3.242, 1.038, -0.467)
H (-3.155, -1.721, 0.104)
N (-1.147, 0.662, 0.127)
N (-1.006, -1.555, 0.265)

=====

What should be chosen as the least stable of them? Choose ii.